(1)
Here is C5H5N3 in the gas phase in a non-equilibrium geometry from OMol25. Energies are from ωB97M-V with the def2-TZVPD basis set.

Structure (XYZ):
```
13
Properties=species:S:1:pos:R:3:forces:R:3:lowdin_charge:R:1
N -2.4287 -0.9340 -1.2324 -0.35 -0.02 0.21 0.17
C -1.5902 -1.0105 -0.4517 0.81 -0.21 -0.11 -0.18
C -0.3077 -1.0334 0.3144 -1.26 -0.76 3.96 -0.33
C 0.7244 -0.5646 -0.5300 1.44 1.66 -5.87 -0.11
C 1.0501 0.7702 -0.8504 2.25 -5.00 0.26 -0.06
C 0.8057 1.6354 0.2384 -2.55 1.58 2.74 -0.16
N -0.0549 1.1705 1.1419 1.93 4.14 1.37 -0.07
N -0.3337 -0.0708 1.5699 -4.66 -2.37 -3.31 -0.01
H -0.0815 -2.0669 0.6957 -0.53 0.90 -0.35 0.15
H 0.7905 -1.3008 -1.3888 0.72 0.91 0.86 0.13
H 1.7692 0.7991 -1.7104 -0.92 0.86 0.93 0.12
H 1.1541 2.7684 0.4379 -1.11 -2.76 -0.99 0.15
H -1.4973 -0.1627 1.7656 4.22 1.07 0.30 0.20
```
Forces are in eV/Å.

Its max |F| is 6.3 eV Å⁻¹. The calculation puts the relative energy (zero: lowest compared OMol25 entry of this formula, charge and spin) at 98.0 kcal per mole. The value obtained for the HOMO energy is -0.3163 Eh. The SMILES is N#C[C@H]1C=CC=NN1. The value obtained for the HOMO-LUMO gap is 8.00 eV. The energy comes out at -357.6165 Ha.


(2)
Here is 2 unconnected molecules or ions with the total composition C19H16N5O6 in a non-equilibrium geometry from OMol25. Energies are from ωB97M-V with the def2-TZVPD basis set.

Structure (XYZ):
```
46
Properties=species:S:1:pos:R:3:forces:R:3:lowdin_charge:R:1
N 3.6896 3.5448 0.1948 -2.34 -0.97 0.21 0.16
C 2.5944 3.1399 0.2820 1.89 0.72 -0.16 -0.17
C 1.2372 2.6512 0.3756 -0.89 -0.05 -1.04 -0.22
C 0.3929 2.7033 -0.7476 1.05 0.36 0.00 0.08
C -0.9139 2.2303 -0.6211 -1.07 -0.23 -1.14 -0.11
N -1.8888 2.0695 -1.5995 0.58 -0.08 1.59 -0.15
O -1.9503 2.3132 -2.7896 0.00 -0.21 0.74 0.07
O -2.9934 1.4599 -0.9250 0.81 0.60 -0.52 0.03
N -2.7208 1.2679 0.4054 2.18 0.86 0.05 0.13
C -1.4507 1.7370 0.5770 -2.13 -1.19 0.79 -0.14
C -0.5849 1.6921 1.7389 0.94 0.49 -0.68 -0.06
N -1.0055 1.2427 3.0485 0.07 -0.65 2.14 -0.32
O -2.1916 0.9660 3.3081 2.00 0.63 -1.16 0.07
O -0.0897 1.1603 3.9086 -1.62 0.07 -1.32 0.01
C 0.7482 2.1090 1.5914 -1.15 -0.21 0.50 0.07
H 0.7408 3.0501 -1.7183 0.00 0.07 0.29 0.14
H 1.4168 2.0199 2.4508 -0.36 0.12 -0.31 0.14
C -2.8526 8.6567 -3.3452 -0.01 0.00 -0.29 -0.09
C -3.0083 8.0671 -1.9701 0.62 -0.41 0.30 -0.22
O -1.7015 7.5691 -1.5351 -1.24 0.62 -0.64 -0.02
C -1.7793 6.6677 -0.5483 1.83 -1.03 1.84 -0.47
C -0.5040 6.4995 0.2498 -1.88 -0.20 -1.29 -0.30
C -0.5843 5.5676 1.3900 -0.13 -0.29 0.32 -0.07
N 0.5010 7.2715 -0.0436 0.97 1.25 -0.66 0.06
C 1.6501 7.3974 0.5655 -0.23 -0.97 0.85 -0.16
C 2.6350 8.3794 0.1697 0.05 0.15 -0.09 -0.22
C 3.7825 8.6475 0.9626 -0.40 0.02 -0.41 -0.06
C 4.6638 9.6615 0.6025 -0.22 0.00 -0.34 -0.12
C 4.4381 10.4026 -0.5692 0.01 -0.07 0.04 -0.13
C 3.3291 10.1193 -1.3831 0.05 -0.29 0.45 -0.11
C 2.4325 9.1178 -1.0132 0.38 0.40 -0.09 -0.05
O -2.7889 6.0328 -0.2677 -0.27 0.32 -0.43 0.02
H -3.7763 9.1650 -3.6273 -0.03 0.05 0.00 0.07
H -2.0340 9.3787 -3.3980 -0.05 -0.09 0.07 0.08
H -2.6799 7.8691 -4.0841 0.11 0.09 0.08 0.08
H -3.3226 8.8232 -1.2369 0.01 -0.17 -0.14 0.12
H -3.7292 7.2398 -1.9682 0.20 0.27 0.08 0.11
H -1.4769 4.9472 1.2517 0.21 0.05 0.24 0.07
H 0.3079 4.9295 1.4328 0.02 0.00 0.22 0.05
H -0.6774 6.1115 2.3451 0.14 -0.23 -0.04 0.09
H 1.8954 6.7551 1.4316 0.01 0.27 -0.14 0.10
H 3.9453 8.0531 1.8630 -0.03 0.17 -0.18 0.10
H 5.5318 9.8794 1.2308 -0.25 -0.06 -0.22 0.09
H 5.1327 11.1936 -0.8500 -0.13 -0.15 0.05 0.08
H 3.1630 10.6810 -2.3042 0.08 -0.11 0.25 0.09
H 1.5532 8.8873 -1.6167 0.25 0.07 0.20 0.10
```
Forces are in eV/Å.

Its max |F| is 2.8 eV Å⁻¹. The calculation puts the relative energy (zero: lowest compared OMol25 entry of this formula, charge and spin) at 2.9 kcal per mole. The value obtained for the HOMO energy is -0.1045 Eh. The value obtained for the HOMO-LUMO gap is 2.85 eV. Its total charge is -1. The energy comes out at -1458.6065 Ha.


(3)
Here is a gas-phase ion, C2HO4S (charge -1) in a non-equilibrium geometry from OMol25. Energies are from ωB97M-V with the def2-TZVPD basis set.

Structure (XYZ):
```
8
Properties=species:S:1:pos:R:3:forces:R:3:lowdin_charge:R:1
O 1.7961 -1.8878 -0.6032 0.91 -1.58 -0.22 0.15
C 1.3430 -0.9786 -0.0597 -0.50 0.69 -0.75 -0.29
C 0.7623 0.1165 0.2660 -1.37 0.94 1.12 -0.16
S -0.9981 0.4587 -0.1075 0.40 -1.51 -0.11 0.38
O -1.0005 0.0608 -1.5009 -0.78 0.31 -0.48 -0.38
O -1.7913 -0.4140 0.7641 0.41 0.67 -0.34 -0.39
O -1.1067 1.8725 0.1892 -0.08 0.04 -0.08 -0.38
H 0.9952 0.7720 1.0520 1.00 0.45 0.86 0.06
```
Forces are in eV/Å.

Its max |F| is 2.0 eV Å⁻¹. The calculation puts the relative energy (zero: lowest compared OMol25 entry of this formula, charge and spin) at 14.1 kcal per mole. The value obtained for the HOMO energy is -0.1841 Eh. The SMILES is O=C=CS(=O)(=O)[O-]. The value obtained for the HOMO-LUMO gap is 8.80 eV. Its total charge is -1. The energy comes out at -776.0026 Ha.


(4)
Here is 3 unconnected molecules or ions with the total composition C24H28ClN4 in a non-equilibrium geometry from OMol25. Energies are from ωB97M-V with the def2-TZVPD basis set.

Structure (XYZ):
```
57
Properties=species:S:1:pos:R:3:forces:R:3:lowdin_charge:R:1
C 2.8825 5.7636 -0.8680 -1.23 -0.45 0.17 0.07
N 2.7281 4.4793 -0.0683 -0.11 -0.89 -0.73 -0.05
C 3.5512 3.4024 -0.2312 0.22 0.41 0.00 0.04
C 3.3714 2.2396 0.5054 0.69 0.65 -1.11 0.05
C 2.3712 2.1762 1.4446 0.27 1.06 0.31 -0.14
C 1.5796 3.2978 1.6624 -0.10 -0.19 -0.79 0.02
C 1.7186 4.3571 0.8095 0.08 0.89 0.29 0.01
C 2.2031 1.0134 2.2713 -2.31 0.79 -0.17 -0.13
C 3.1427 0.0638 2.4189 1.76 -0.33 -0.17 0.03
C 2.8953 -1.0220 3.1818 1.06 -1.08 0.53 0.00
N 1.7574 -1.1641 3.8375 -0.89 -0.46 0.90 -0.05
C 0.8382 -0.1862 3.7344 -1.37 -1.00 0.35 0.02
C 0.9567 0.8545 2.8911 0.85 0.58 0.01 0.02
C 1.4606 -2.4288 4.5947 -0.10 0.12 1.01 0.05
H 2.0883 5.9328 -1.6299 0.29 -0.86 0.53 0.12
H 3.8130 5.6706 -1.4004 0.48 0.55 0.23 0.10
H 2.7168 6.5830 -0.1588 0.91 -0.12 -0.20 0.12
H 4.3978 3.4773 -0.9180 -0.45 0.26 0.12 0.16
H 4.0619 1.4163 0.3157 -0.30 0.29 0.03 0.14
H 0.7980 3.3640 2.3980 -0.08 -0.13 0.04 0.11
H 1.0244 5.1721 0.8810 -0.04 0.42 -0.07 0.16
H 4.1455 0.1367 2.0265 -0.04 0.14 -0.21 0.14
H 3.6978 -1.7365 3.3001 -0.35 -0.42 0.23 0.16
H -0.1001 -0.2729 4.2485 -0.07 -0.55 0.48 0.16
H 0.1069 1.5224 2.7750 0.18 -0.07 -0.20 0.04
H 1.1244 -3.1809 3.8824 0.11 0.05 0.06 0.10
H 0.6895 -2.3160 5.4025 0.57 0.43 -1.06 0.13
H 2.3641 -2.7527 5.1261 -0.11 0.07 -0.45 0.11
C -1.0891 -6.5589 -2.2950 -0.74 0.38 -0.67 0.06
N -1.3152 -5.0824 -2.1752 0.32 -0.13 0.74 -0.06
C -2.1163 -4.4302 -3.0374 0.11 -1.09 -0.19 0.02
C -2.3946 -3.1267 -2.8497 0.12 0.98 -0.54 0.04
C -1.7671 -2.3616 -1.8610 -1.14 -0.58 -0.62 -0.14
C -0.9619 -3.0280 -0.9924 0.29 -0.80 0.77 0.05
C -0.7944 -4.4028 -1.1362 -0.27 0.63 -0.17 0.03
C -2.1702 -0.9676 -1.7256 -0.35 0.22 -1.18 -0.14
C -3.5366 -0.6810 -1.9128 0.60 1.20 0.43 0.04
C -3.8957 0.6383 -1.9690 -1.42 0.36 0.81 0.02
N -3.0315 1.6539 -1.7412 -0.56 -1.19 -0.45 -0.10
C -1.7518 1.3570 -1.6947 0.42 0.81 0.42 -0.17
C -1.2702 0.0689 -1.7382 0.36 -0.17 0.13 0.02
C -3.4832 3.0303 -1.4918 -1.24 -0.02 -0.67 0.00
H -1.2806 -6.8172 -3.3342 0.80 0.12 -0.25 0.11
H -1.9324 -7.0812 -1.8487 0.34 0.02 0.90 0.12
H -0.0830 -6.8075 -1.9405 -0.54 -0.11 -0.12 0.12
H -2.5588 -4.9749 -3.8666 0.22 -0.16 0.23 0.17
H -3.0549 -2.6978 -3.5741 -0.27 0.43 -0.14 0.14
H -0.6259 -2.5003 -0.1113 0.41 -0.26 0.04 0.14
H -0.3153 -4.9479 -0.3563 0.48 -0.58 0.10 0.14
H -4.3254 -1.4049 -1.9172 -0.07 -0.41 -0.22 0.14
H -4.9463 0.9073 -2.0754 0.28 0.10 0.03 0.16
H -1.1648 2.2312 -1.6080 1.00 0.26 -0.04 0.08
H -0.1934 -0.0549 -1.7567 -0.17 -0.21 0.09 0.14
H -3.9208 3.3630 -2.4423 -0.20 0.16 0.45 0.12
H -2.6600 3.6704 -1.2435 0.46 -0.03 0.19 0.07
H -4.2072 3.0359 -0.6552 0.40 -0.06 -0.58 0.12
Cl -1.5385 2.1069 0.9173 0.46 -0.04 0.37 -0.11
```
Forces are in eV/Å.

Its max |F| is 2.5 eV Å⁻¹. The calculation puts the relative energy (zero: lowest compared OMol25 entry of this formula, charge and spin) at 37.2 kcal per mole. The value obtained for the HOMO energy is -0.5677 Eh. The value obtained for the HOMO-LUMO gap is 6.27 eV. Its total charge is +3. The energy comes out at -1609.6120 Ha.


(5)
Here is 2 unconnected molecules or ions with the total composition C4H9NO3P in a non-equilibrium geometry from OMol25. Energies are from ωB97M-V with the def2-TZVPD basis set.

Structure (XYZ):
```
18
Properties=species:S:1:pos:R:3:forces:R:3:lowdin_charge:R:1
C 1.8697 -1.4494 -0.0840 -0.19 -1.70 -0.14 -0.07
C 2.8496 0.6947 -0.1651 -1.44 1.45 0.46 -0.06
C 0.7435 0.2664 0.9294 -3.91 -0.73 -1.27 0.01
C -1.2670 0.1973 -1.0212 2.30 0.25 -1.85 -0.05
N 1.7963 -0.1308 0.1781 2.76 -2.33 -0.90 -0.38
O -3.9526 0.1375 -1.0155 0.89 0.22 -0.13 -0.37
O -2.7639 -1.2032 0.8191 0.72 -0.61 0.05 -0.38
O -2.6141 1.2539 0.9023 -0.07 1.60 -2.60 -0.19
P -2.7785 -0.0337 -0.0999 -1.44 0.41 0.32 0.09
H 1.2025 -2.2336 0.3677 0.54 1.53 -0.40 0.08
H 2.7047 -1.8230 -0.6780 -0.26 0.41 0.15 0.05
H 2.5264 1.7343 -0.1470 0.32 -0.09 -0.03 0.03
H 3.6004 0.4293 -0.8970 -0.27 -0.56 0.20 0.03
H -2.6545 0.8758 1.7331 -0.10 -1.08 2.86 -0.01
H -0.1064 -0.4895 0.9994 1.44 1.21 0.61 0.06
H 0.7819 1.2444 1.3577 -0.26 0.28 0.09 0.06
H -0.9472 1.2411 -1.4526 -0.84 -2.19 0.96 0.05
H -0.9908 -0.7115 -1.7263 -0.18 1.94 1.62 0.06
```
Forces are in eV/Å.

Its max |F| is 4.2 eV Å⁻¹. The calculation puts the relative energy (zero: lowest compared OMol25 entry of this formula, charge and spin) at 150.1 kcal per mole. The value obtained for the HOMO energy (alpha / beta) is -0.1290 / -0.1333 Eh. The value obtained for the HOMO-LUMO gap (alpha / beta) is 5.59 / 5.57 eV. Its total charge is -1. The energy comes out at -779.5501 Ha.


(6)
Here is a gas-phase ion, C5H6NO3 (charge -1) in a non-equilibrium geometry from OMol25. Energies are from ωB97M-V with the def2-TZVPD basis set.

Structure (XYZ):
```
15
Properties=species:S:1:pos:R:3:forces:R:3:lowdin_charge:R:1
O -1.2140 -1.4376 2.4220 -0.47 -0.15 0.32 -0.03
C -0.4431 -0.8690 1.6399 -0.40 -3.26 1.85 -0.62
O 0.5541 -1.6396 1.1976 0.86 0.96 -2.10 0.00
C -0.6413 0.5043 1.4986 0.01 2.59 -1.44 -0.08
C -0.2421 1.4931 0.6512 1.04 0.18 0.74 -0.15
C 0.5775 1.3983 -0.4691 0.18 -0.58 0.87 -0.17
C 0.8301 0.2798 -1.2359 -1.80 0.15 -2.68 -0.21
N 0.2063 -0.8630 -1.1895 -0.38 -0.78 1.69 -0.12
O 0.1140 -1.5359 -2.4361 -0.13 -0.40 -0.42 -0.11
H 0.6549 -1.4469 0.1486 -0.44 -0.28 1.39 0.07
H -1.3034 0.8628 2.2235 -1.04 0.19 1.14 0.07
H -0.4640 2.5428 0.9696 -0.12 -0.96 -0.32 0.10
H 0.9429 2.2949 -0.8444 0.82 1.43 -0.72 0.04
H 1.1345 0.4786 -2.2530 0.97 0.33 -0.37 0.10
H -0.7066 -2.0627 -2.3231 0.91 0.57 0.06 0.09
```
Forces are in eV/Å.

Its max |F| is 3.8 eV Å⁻¹. The calculation puts the relative energy (zero: lowest compared OMol25 entry of this formula, charge and spin) at 63.3 kcal per mole. The value obtained for the HOMO energy is -0.1039 Eh. The SMILES is [O-]/C(O)=C/C=C\C=N\O. The value obtained for the HOMO-LUMO gap is 6.73 eV. Its total charge is -1. The energy comes out at -474.5448 Ha.